# 1
# C28H37BClCoF4N2OSb

C28H37BClCoF4N2OSb as an isolated structure (ωB97M-V with the def2-TZVPD basis set, the OMol25 dataset).

The orbital gap (alpha / beta) is 6.96 / 5.86 eV. The charge is +1. For the HOMO energy (alpha / beta), the calculation gives -10.81 / -10.86 eV.

Structure (XYZ):
```
76
Properties=species:S:1:pos:R:3:forces:R:3
Co 0.56782 0.89274 -1.15967 0.1 -0.4 -0.2
Cl -5.30772 4.88679 -2.04820 0.0 0.0 0.0
C -4.04377 3.70896 -1.97032 0.0 0.0 0.0
C -4.13552 2.54612 -2.75984 0.0 0.1 0.0
C -3.15555 1.59304 -2.72224 0.0 0.0 0.0
C -2.01970 1.74867 -1.89457 -0.1 0.0 0.0
O -1.12296 0.80548 -1.90444 0.1 0.0 0.1
C -1.93423 2.92549 -1.10479 0.1 0.0 0.0
C -0.84072 3.16855 -0.23638 0.0 -0.1 -0.1
N 0.18985 2.38717 -0.08917 -0.2 0.2 0.2
C 1.23463 2.71053 0.81358 0.0 -0.1 0.0
C 1.19228 3.57573 1.87351 0.0 0.0 0.0
C 2.36137 3.81067 2.63086 0.0 0.0 0.0
C 3.54581 3.20144 2.32180 0.0 0.0 0.0
C 3.61076 2.28923 1.24130 0.0 0.0 0.0
C 4.78902 1.63555 0.80701 0.0 0.0 0.0
C 4.73734 0.80310 -0.27425 0.0 0.0 0.0
C 3.50333 0.55845 -0.90625 0.0 0.0 -0.1
N 2.38599 1.12298 -0.50136 0.0 0.1 0.1
C 2.43668 2.02513 0.52503 -0.1 0.0 0.0
C -2.96443 3.89648 -1.16022 0.0 0.0 0.0
H -4.99181 2.41962 -3.40864 0.0 0.0 0.0
H -3.21424 0.71055 -3.34470 0.0 0.0 0.0
H -0.87684 4.08328 0.35108 0.0 0.0 0.0
H 0.27945 4.08674 2.14861 0.0 0.0 0.0
H 2.30938 4.49809 3.46363 0.0 0.0 0.0
H 4.44012 3.40782 2.89429 0.0 0.0 0.0
H 5.72169 1.81706 1.32593 0.0 0.0 0.0
H 5.62148 0.31195 -0.65307 0.0 0.0 0.0
H 3.43754 -0.10920 -1.75484 0.0 0.0 0.0
H -2.88586 4.79050 -0.55493 0.0 0.0 0.0
F 1.12348 -0.52219 -2.36310 0.0 0.1 0.0
B 1.48150 0.24057 -3.67436 0.1 0.0 0.0
F 0.54594 -0.08339 -4.58667 -0.1 0.0 0.0
F 1.40403 1.57202 -3.20681 -0.1 0.1 0.0
F 2.75985 -0.13092 -3.96358 0.0 0.0 0.0
C -1.64810 -3.83811 -0.56481 0.0 0.0 0.0
C -1.64289 -2.39170 -1.06498 0.0 -0.1 -0.1
C -1.18934 -2.35991 -2.52149 0.0 0.0 0.0
C -3.04700 -1.80733 -0.94302 0.0 0.1 0.0
Sb -0.26382 -1.22477 0.19532 0.0 0.3 0.0
C 1.47932 -2.44984 0.75282 0.0 0.0 0.2
C 2.46766 -1.59972 1.55538 0.0 0.1 0.0
C 2.13118 -2.96143 -0.52845 0.0 0.1 -0.1
C 1.05769 -3.63805 1.62311 0.0 0.0 0.0
C -1.33668 -0.56488 1.99281 -0.1 -0.1 0.0
C -2.12809 -1.72550 2.59760 0.0 0.0 0.0
C -2.30132 0.54932 1.58555 0.1 0.0 0.0
C -0.33773 -0.02472 3.01272 0.0 0.0 0.0
H -2.45064 -4.36339 -1.09054 0.0 0.0 0.0
H -1.84272 -3.93309 0.50445 0.0 0.0 0.0
H -0.72001 -4.35384 -0.80712 0.0 0.0 0.0
H -1.88975 -2.97741 -3.09189 0.0 0.0 0.0
H -0.19530 -2.78487 -2.65646 0.0 0.0 0.0
H -1.19543 -1.35807 -2.94106 0.0 0.0 0.0
H -3.68699 -2.34721 -1.64653 0.0 0.0 0.0
H -3.08981 -0.74970 -1.20226 0.0 0.0 0.0
H -3.47067 -1.95430 0.05049 0.0 0.1 -0.1
H 2.67514 -0.62853 1.10764 0.0 -0.1 0.1
H 3.41346 -2.14633 1.61156 0.0 0.0 0.0
H 2.12949 -1.44075 2.57759 0.0 0.0 0.0
H 2.54045 -2.16006 -1.14184 0.0 0.0 0.0
H 1.44078 -3.53541 -1.14742 0.0 0.0 0.0
H 2.95053 -3.62820 -0.24548 0.0 0.0 0.0
H 0.49995 -3.34209 2.51009 0.0 0.1 0.0
H 1.97300 -4.12573 1.97220 0.0 0.0 0.0
H 0.48328 -4.38319 1.07949 -0.1 0.0 0.0
H -2.88343 -2.11273 1.91451 0.0 0.0 0.1
H -2.65264 -1.35619 3.48410 0.0 0.0 0.0
H -1.49487 -2.54988 2.92078 0.0 0.0 0.0
H -3.05743 0.21909 0.87657 0.0 0.0 0.0
H -1.77976 1.40432 1.15619 0.0 -0.1 0.1
H -2.82117 0.89355 2.48445 0.0 0.0 0.0
H 0.26008 -0.81534 3.46333 0.0 0.0 0.0
H -0.89783 0.45676 3.81987 0.0 0.0 0.0
H 0.33544 0.72442 2.59050 0.0 0.0 0.0
```
Forces are in eV/Å.

These are the Mulliken partial charges, in e, on atoms 1 to 2: Co -0.59; Cl -0.21

***

# 2
# C3H7N6O

C3H7N6O as an isolated structure in a non-equilibrium geometry (ωB97M-V with the def2-TZVPD basis set, the OMol25 dataset).

The orbital gap is 9.98 eV. The charge is +1. The energy above the lowest of the compared OMol25 structures with the same formula, charge and spin is 72.1 kcal/mol. For the HOMO energy, the calculation gives -13.58 eV.

Structure (XYZ):
```
17
Properties=species:S:1:pos:R:3:forces:R:3
C 1.12898 0.91503 0.22171 1.4 -0.3 0.5
C -1.29971 0.79996 0.04164 1.0 -0.6 0.0
C 1.55974 -1.75354 -0.11148 3.1 0.6 1.3
N 2.31358 1.51802 0.21941 -2.7 -1.2 -0.7
N 1.61297 -0.35876 -0.07218 -0.2 1.0 -0.9
N -0.13116 1.42409 0.34301 -0.9 2.8 0.0
N 0.53352 -2.31852 0.28747 -1.0 -2.0 -0.4
N -2.39296 1.53138 -0.12276 -1.1 -1.9 -0.2
N -1.29838 -0.50536 -0.07010 2.5 3.3 -0.7
O 2.82444 0.26919 -0.20161 3.1 -0.5 0.1
H 2.60885 -2.22780 -0.20668 -1.6 1.0 -0.5
H -0.10694 2.49384 0.36313 -0.2 -2.1 0.0
H 0.61062 -3.33763 0.24083 -0.1 0.3 0.2
H -2.20400 2.45968 -0.30402 -0.1 2.4 -0.3
H -3.19383 1.13207 -0.64195 0.8 0.3 0.7
H -0.46797 -1.07829 -0.03797 0.2 -0.8 0.5
H -2.09776 -0.96335 0.05154 -4.1 -2.3 0.2
```
Forces are in eV/Å.

These are the Mulliken partial charges, in e, on atoms 1 to 2: C 0.58; C 0.60

***

# 3
# CN2O2

A 2-piece molecular cluster, CN2O2 overall in a non-equilibrium geometry (ωB97M-V with the def2-TZVPD basis set, the OMol25 dataset).

The orbital gap (alpha / beta) is 7.64 / 7.34 eV. Its expectation value of S² is 2.0097. Its spin multiplicity is 3. The energy above the lowest of the compared OMol25 structures with the same formula, charge and spin is 91.6 kcal/mol. For the HOMO energy (alpha / beta), the calculation gives -6.89 / -11.96 eV.

Structure (XYZ):
```
5
Properties=species:S:1:pos:R:3:forces:R:3
C -1.18284 -0.87544 1.49374 -7.5 3.5 2.9
N 0.75535 1.31010 0.04232 0.4 1.3 2.3
N 0.44735 0.72902 -0.83654 0.3 -0.1 -1.0
O -0.22679 -1.32141 1.12137 7.4 -3.5 -2.9
O 0.20693 0.15773 -1.82089 -0.7 -1.0 -1.3
```
Forces are in eV/Å.

These are the Mulliken partial charges, in e, on atoms 1 to 2: C 0.23; N -0.30

***

# 4
# C6H13NO

One molecule with the formula C6H13NO in a non-equilibrium geometry (ωB97M-V with the def2-TZVPD basis set, the OMol25 dataset).

The orbital gap is 6.92 eV. The energy above the lowest of the compared OMol25 structures with the same formula, charge and spin is 141.0 kcal/mol. For the HOMO energy, the calculation gives -9.34 eV.

Structure (XYZ):
```
21
Properties=species:S:1:pos:R:3:forces:R:3
C 0.29842 -2.14944 -1.47137 1.8 -1.1 -2.0
N 0.05037 -0.73974 -1.35327 -0.4 -1.2 2.2
C 0.26898 -0.41307 -0.05980 4.3 1.6 -2.8
C 0.35954 1.07666 0.19726 0.3 1.4 1.4
C 1.52654 1.84162 -0.44803 -0.6 -2.2 -1.9
C -0.99506 1.75939 0.06465 -0.1 -0.5 0.1
C -0.93121 -0.91198 0.93311 -3.7 0.0 4.5
O -0.63228 -0.45932 2.18290 -0.9 -2.0 -4.5
H 0.91254 -2.57909 -0.65107 -0.2 0.3 -0.3
H 0.87225 -2.40892 -2.46337 -1.3 0.6 1.6
H -0.63210 -2.73210 -1.47089 -0.2 0.3 -0.3
H 1.18321 -0.97219 0.34217 -1.4 0.4 0.0
H -1.86984 -0.43677 0.44125 1.4 -0.4 0.8
H 0.68796 1.19856 1.25920 -0.7 -0.7 -0.4
H 2.36894 1.19292 -0.22438 0.7 0.5 0.1
H 1.56119 2.78685 0.03232 0.4 0.9 0.2
H 1.49575 1.90931 -1.56607 -0.2 0.2 0.9
H -1.61184 1.22056 -0.69818 0.5 1.3 0.0
H -1.53607 1.63892 0.98634 -0.3 -0.3 0.5
H -0.84473 2.83685 0.02627 -0.3 0.0 -0.9
H -1.04494 -2.02127 0.70122 0.9 0.9 0.7
```
Forces are in eV/Å.

These are the Mulliken partial charges, in e, on atoms 1 to 2: C -0.85; N -0.36

***

| no. | electronic energy (eV) |
| --- | --- |
| 1 | -102899.3133 |
| 2 | -14201.5404 |
| 3 | -8103.4658 |
| 4 | -9965.0592 |